Molecular formula: C45H85F3N4O13
Method: DFT, ωB97M-V/def2-TZVPD

Last column: Löwdin charge in e.
Positions of all 150 atoms, in Å:
C (-4.808, -2.218, 3.643)  -0.024
C (-4.637, -0.824, 3.000)  -0.511
C (-4.756, 0.240, 4.090)  -0.042
C (-3.245, -0.739, 2.364)  -0.143
C (-3.141, -1.448, 1.013)  -0.163
C (-4.293, -1.043, 0.091)  -0.127
C (-5.671, -1.260, 0.719)  -0.502
C (-6.728, -0.628, -0.190)  -0.046
C (-6.035, -2.758, 0.860)  -0.016
N (-5.636, -0.487, 1.971)  -0.107
O (-6.917, -0.387, 2.551)  -0.020
H (-4.417, -3.052, 3.068)  0.072
H (-4.275, -2.151, 4.596)  0.084
H (-5.843, -2.389, 3.946)  0.084
H (-4.780, 1.215, 3.599)  0.086
H (-5.600, 0.146, 4.769)  0.082
H (-3.846, 0.206, 4.697)  0.086
H (-3.026, 0.341, 2.331)  0.113
H (-2.408, -1.004, 3.018)  0.116
H (-2.175, -1.223, 0.562)  0.094
H (-3.180, -2.499, 1.305)  0.092
H (-4.214, -1.509, -0.896)  0.125
H (-4.257, 0.021, -0.173)  0.107
H (-7.709, -0.873, 0.218)  0.085
H (-6.606, -0.890, -1.240)  0.082
H (-6.686, 0.468, -0.139)  0.078
H (-6.530, -3.022, -0.081)  0.081
H (-6.693, -2.993, 1.690)  0.084
H (-5.163, -3.411, 0.791)  0.077
H (-7.208, 0.509, 2.357)  0.106
C (2.221, -0.796, 4.124)  -0.042
C (2.004, 0.663, 3.718)  -0.500
C (0.677, 0.762, 2.943)  -0.011
C (1.977, 1.417, 5.067)  -0.133
C (2.187, 2.915, 4.885)  -0.185
C (3.442, 3.310, 4.077)  -0.124
C (3.555, 2.485, 2.742)  -0.504
C (2.666, 3.178, 1.695)  -0.021
C (5.041, 2.539, 2.386)  -0.044
N (3.176, 1.100, 2.967)  -0.113
O (3.523, 0.259, 1.889)  0.001
H (2.317, -1.444, 3.245)  0.060
H (3.111, -0.972, 4.726)  0.092
H (1.366, -1.231, 4.650)  0.089
H (0.455, 1.745, 2.531)  0.072
H (0.711, -0.008, 2.173)  0.068
H (-0.138, 0.589, 3.652)  0.085
H (1.019, 1.340, 5.583)  0.120
H (2.794, 1.064, 5.696)  0.119
H (1.348, 3.411, 4.393)  0.103
H (2.352, 3.289, 5.900)  0.109
H (4.344, 3.113, 4.656)  0.112
H (3.358, 4.370, 3.844)  0.116
H (2.437, 2.397, 0.965)  0.073
H (3.133, 4.022, 1.188)  0.082
H (1.767, 3.546, 2.189)  0.068
H (5.554, 3.465, 2.639)  0.082
H (5.285, 2.319, 1.341)  0.077
H (5.520, 1.701, 2.900)  0.089
H (2.716, 0.191, 1.349)  0.063
C (1.614, -7.924, 2.104)  -0.033
C (1.523, -6.424, 2.411)  -0.505
C (1.221, -6.124, 3.891)  -0.018
C (2.814, -5.744, 1.925)  -0.136
C (2.710, -4.211, 1.845)  -0.166
C (1.661, -3.920, 0.762)  -0.117
C (0.294, -4.462, 1.222)  -0.493
C (-0.310, -3.692, 2.438)  -0.006
C (-0.692, -4.340, 0.033)  -0.035
N (0.475, -5.874, 1.538)  -0.129
O (-0.763, -6.537, 1.694)  -0.022
H (0.890, -8.486, 2.706)  0.080
H (1.303, -8.205, 1.097)  0.084
H (2.600, -8.319, 2.342)  0.085
H (0.260, -6.611, 4.071)  0.083
H (1.886, -6.676, 4.563)  0.085
H (1.272, -5.061, 4.096)  0.065
H (3.622, -5.969, 2.633)  0.119
H (3.211, -6.131, 0.985)  0.120
H (2.506, -3.785, 2.827)  0.086
H (3.612, -3.699, 1.501)  0.114
H (1.885, -4.459, -0.156)  0.122
H (1.440, -2.857, 0.633)  0.110
H (-0.890, -4.349, 3.085)  0.083
H (-1.034, -2.978, 2.034)  0.049
H (0.401, -3.104, 3.020)  0.058
H (-0.198, -4.954, -0.728)  0.082
H (-0.761, -3.315, -0.328)  0.069
H (-1.686, -4.765, 0.147)  0.078
H (-0.729, -7.314, 1.127)  0.096
C (3.360, 3.800, -6.261)  -0.036
C (2.634, 3.403, -4.983)  -0.502
C (1.505, 2.413, -5.284)  -0.030
C (3.686, 2.624, -4.097)  -0.116
C (4.489, 3.502, -3.131)  -0.185
C (3.561, 4.419, -2.377)  -0.145
C (2.828, 5.423, -3.286)  -0.519
C (1.813, 6.141, -2.401)  -0.033
C (3.771, 6.377, -3.980)  -0.024
N (2.106, 4.525, -4.217)  -0.102
O (1.107, 5.205, -4.970)  -0.019
H (3.607, 2.975, -6.929)  0.088
H (2.745, 4.485, -6.854)  0.084
H (4.274, 4.353, -6.036)  0.073
H (1.897, 1.436, -5.572)  0.083
H (0.904, 2.239, -4.389)  0.063
H (0.889, 2.793, -6.098)  0.086
H (3.176, 1.816, -3.566)  0.107
H (4.462, 2.174, -4.722)  0.116
H (5.067, 2.911, -2.417)  0.115
H (5.231, 4.010, -3.753)  0.102
H (4.256, 5.025, -1.779)  0.124
H (2.848, 3.835, -1.796)  0.115
H (0.999, 5.510, -2.048)  0.068
H (1.440, 7.061, -2.857)  0.085
H (2.355, 6.516, -1.528)  0.089
H (4.633, 5.859, -4.410)  0.063
H (4.296, 6.996, -3.246)  0.092
H (3.273, 6.874, -4.810)  0.093
H (0.352, 5.249, -4.372)  0.090
O (1.410, -0.288, -0.485)  0.167
C (0.581, 0.515, -0.766)  -0.541
O (-0.514, 0.708, -0.009)  0.052
C (-1.391, 1.609, -0.676)  -0.039
C (-0.413, 2.345, -1.601)  -0.282
F (0.095, 3.475, -0.994)  0.047
O (0.631, 1.424, -1.777)  0.120
H (-1.988, 0.975, -1.336)  0.123
H (-1.979, 2.305, -0.089)  0.147
H (-0.859, 2.681, -2.539)  0.162
O (-3.080, -0.285, -3.804)  0.164
C (-3.854, 0.570, -3.484)  -0.572
O (-5.156, 0.389, -3.280)  0.083
C (-5.767, 1.696, -3.129)  -0.020
C (-4.571, 2.568, -2.797)  -0.276
F (-4.392, 2.634, -1.439)  0.054
O (-3.477, 1.856, -3.338)  0.127
H (-6.297, 1.936, -4.049)  0.145
H (-6.487, 1.592, -2.321)  0.130
H (-4.717, 3.594, -3.130)  0.172
O (1.524, -2.452, -7.125)  0.196
C (1.028, -2.253, -6.078)  -0.559
O (0.446, -1.096, -5.738)  0.055
C (-0.177, -1.180, -4.441)  -0.019
C (0.732, -2.309, -3.868)  -0.311
F (0.173, -3.110, -2.911)  0.054
O (1.054, -3.068, -4.981)  0.147
H (-0.038, -0.213, -3.972)  0.116
H (-1.208, -1.510, -4.528)  0.119
H (1.551, -1.840, -3.306)  0.170

Cartesian forces, eV/Å:
C -0.2 0.6 0.8
C -0.3 -1.0 0.4
C 0.7 0.2 0.0
C 0.3 1.7 -0.2
C -0.3 0.5 0.7
C 0.2 0.0 -0.3
C 0.0 -0.2 0.0
C -0.2 0.9 0.6
C 0.4 -0.1 -1.3
N 0.7 0.7 -0.6
O -0.4 -0.6 0.2
H -0.1 0.0 -0.1
H 0.2 -0.3 -0.1
H -0.1 -0.1 -0.3
H -0.1 0.1 0.1
H -0.2 -0.2 -0.2
H 0.0 0.0 0.0
H -0.2 0.1 -0.8
H -0.5 -0.8 0.3
H 0.1 -0.2 0.0
H 0.1 -0.2 -0.7
H -0.1 -0.5 0.2
H 0.3 0.2 0.4
H -0.1 -0.2 -0.5
H -0.1 -0.4 0.1
H 0.3 0.0 0.1
H -0.4 0.0 0.2
H 0.1 0.0 0.1
H 0.1 0.1 0.8
H 0.1 0.0 0.0
C -0.2 -1.1 -0.8
C 0.0 -0.3 1.0
C 0.2 0.1 0.6
C 0.2 1.3 -1.1
C 1.0 0.4 0.1
C -0.7 -1.7 -0.1
C 0.1 1.6 0.4
C 0.1 -0.5 0.0
C 0.6 -1.1 -0.7
N 0.9 -0.1 1.2
O -0.8 0.3 0.0
H 0.1 0.2 -0.1
H 0.1 0.3 0.0
H -0.1 0.4 0.2
H 0.3 0.0 -0.2
H -0.5 0.1 -0.2
H -0.1 -0.5 -0.2
H 0.0 -0.7 0.0
H -0.1 -0.3 0.0
H -0.3 -0.1 0.4
H -0.5 0.5 -0.1
H 0.0 0.1 0.1
H 0.4 0.0 -0.1
H -0.3 0.4 -0.3
H 0.2 -0.1 0.0
H -0.2 -0.1 -0.3
H -0.3 0.1 0.1
H -0.4 0.2 -0.1
H 0.1 0.3 0.3
H 0.3 -0.1 -0.3
C -0.7 -0.5 0.9
C 0.0 0.9 -1.0
C 0.3 -1.4 -0.3
C 1.4 0.6 1.0
C -0.1 -0.1 -1.2
C -1.5 0.1 1.7
C -1.1 -0.1 1.0
C -0.3 0.6 -0.7
C 1.1 -0.9 -0.4
N 0.3 -0.9 -1.6
O -0.3 0.2 0.9
H 0.2 0.1 0.3
H 0.6 0.5 -0.3
H 0.0 0.0 -0.1
H -0.3 0.7 0.2
H 0.4 0.2 -0.1
H -0.3 0.0 0.2
H -0.2 -0.2 0.2
H -0.6 -0.1 -0.2
H -0.4 0.1 -0.1
H 0.4 -0.5 0.2
H 0.3 0.4 -0.2
H 0.6 0.1 -0.4
H 0.2 -0.1 0.0
H 0.1 0.2 0.1
H 0.1 -0.2 0.1
H -0.3 0.2 -0.4
H 0.1 0.1 0.1
H 0.0 0.1 0.5
H 0.2 0.2 -0.2
C -0.2 1.0 -0.7
C 1.4 -1.0 0.7
C -0.1 0.2 -0.2
C 0.2 0.2 0.2
C -0.6 -0.6 -0.7
C 1.5 1.2 -0.3
C -0.4 -1.9 -0.3
C 0.4 1.0 0.0
C 1.0 -0.3 0.0
N -1.1 -0.1 0.7
O 0.3 0.3 -0.2
H 0.0 -0.3 0.3
H -0.1 0.0 0.1
H 0.1 -0.1 0.0
H 0.2 0.1 -0.2
H -0.1 0.2 0.0
H -0.2 -0.1 0.1
H 0.0 0.1 0.1
H -0.5 -0.3 -0.4
H -0.1 -0.2 -0.1
H 0.0 0.4 0.3
H -0.6 -0.1 0.7
H 0.0 0.2 0.2
H 0.1 -0.1 -0.1
H -0.3 -0.2 -0.3
H 0.0 -0.2 0.1
H -0.3 -0.3 -0.2
H -0.6 0.7 -0.1
H 0.0 0.5 0.3
H 0.1 -0.1 -0.1
O 0.2 0.0 -0.6
C 0.1 0.3 1.2
O -0.4 0.2 0.4
C 0.8 -0.2 -1.8
C -0.5 0.4 0.3
F 0.0 -0.3 0.1
O -0.2 -0.1 -0.2
H -0.5 0.3 0.2
H 0.1 -0.4 0.6
H 0.3 -0.3 -0.1
O -0.4 0.4 0.4
C 0.9 -1.8 -0.9
O -0.2 0.7 -0.1
C -0.1 -1.2 0.3
C -0.7 0.0 0.1
F 0.1 -0.1 0.2
O -0.7 1.5 0.3
H 0.3 0.2 -0.1
H 0.1 0.3 0.1
H 0.7 -0.1 -0.4
O 0.1 -0.7 -0.6
C 0.2 0.7 0.8
O -0.8 0.7 -0.3
C 1.1 -1.4 -0.3
C -0.8 1.4 1.6
F -0.6 -0.1 -0.6
O 0.6 -0.4 -0.3
H -0.2 -0.1 0.2
H -0.1 0.2 0.0
H 0.6 -0.3 -0.7

Its net charge is 0. The calculation puts the largest force on an atom at 2.267 eV Å⁻¹. The value obtained for the energy above the lowest of the compared OMol25 structures with the same formula, charge and spin is 0.0 kcal/mol. Its SMILES is CC1(C)CCCC(C)(C)N1O.CC1(C)CCCC(C)(C)N1O.CC1(C)CCCC(C)(C)N1O.CC1(C)CCCC(C)(C)N1O.O=C1OC[C@@H](F)O1.O=C1OC[C@@H](F)O1.O=C1OC[C@@H](F)O1. Its HOMO energy is -7.75 eV. For the orbital gap, the calculation gives 7.66 eV. Its spin multiplicity is 1.